C6H7N | ωB97M-V with the def2-TZVPD basis set

XYZ file:
```
14
Properties=species:S:1:pos:R:3:forces:R:3
C -0.874994 -0.066109 1.091723 -0.131 -1.618 1.250
C -0.866891 -1.457888 1.274083 0.171 0.679 -0.340
N 0.189868 -1.982704 0.542432 0.554 1.271 -1.622
C 0.767777 -0.973914 -0.229953 2.055 1.632 -0.151
C 0.315356 0.237461 0.379904 -1.053 0.812 -2.106
C 0.578895 1.522820 -0.283561 -0.165 -1.039 -0.515
C 0.095054 1.868287 -1.493375 0.210 0.443 1.732
H -1.690418 0.490384 1.606847 1.092 0.175 -0.734
H -1.646643 -2.101988 1.545181 -1.005 -0.648 0.732
H 0.539262 -2.867025 0.376228 -0.113 -2.130 0.365
H 1.486517 -1.006935 -1.160423 -1.631 -0.442 2.227
H 1.300496 2.233718 0.008433 0.992 0.734 1.430
H 0.239929 2.936826 -1.568314 -0.151 0.150 -1.652
H -0.434208 1.167067 -2.089205 -0.823 -0.021 -0.616
```
Positions in Å, forces in eV/Å.

## Properties
<S²>	0.76
HOMO (spin up / spin down)	1.70 / -2.77	eV
spin multiplicity	2
LUMO level (spin up / spin down)	4.58 / 4.39	eV
net charge	-1

C44H77N4O8S2 | ωB97M-V with the def2-TZVPD basis set

XYZ file:
```
135
Properties=species:S:1:pos:R:3:forces:R:3
C -0.631384 3.217506 0.843980 0.519 0.929 -0.497
C -0.095394 3.972605 -0.434999 -0.982 -0.973 0.148
C -0.281886 3.070310 -1.727499 0.886 0.749 0.705
C 1.093162 2.973023 -2.473590 -0.088 -0.505 -0.832
C 0.997956 3.108578 -4.027566 -0.507 0.317 0.203
C -0.057895 2.168349 -4.693936 0.557 -0.138 -0.161
C -0.015131 0.677218 -4.212548 -0.946 -0.179 -0.671
C 0.582332 -0.255037 -5.333670 0.029 1.409 0.339
N 1.296025 -1.444905 -4.801283 -1.939 -0.202 -1.704
C 2.395261 -1.901545 -5.702070 1.309 -0.258 -0.104
C 3.714158 -2.300586 -4.932819 -1.057 -1.627 0.250
C 4.218103 -3.718436 -5.421351 0.418 0.832 -1.090
C 5.461026 -3.619567 -6.405754 -0.409 -1.573 0.748
C 6.710146 -4.231712 -5.686025 0.711 0.820 -1.350
C 7.844943 -4.624786 -6.721254 -0.086 0.131 0.224
C 8.439516 -6.042081 -6.468338 0.916 0.027 0.578
C 9.595945 -6.002732 -5.398498 -0.380 0.213 -0.038
C 0.446048 -2.480169 -4.439147 0.551 -0.998 1.346
S 0.998439 -3.990581 -4.028696 -0.142 0.610 -0.206
S -1.371835 -2.258310 -4.376597 0.557 0.399 0.088
C -1.953574 -3.106487 -2.867258 -0.524 0.010 0.625
C -2.391524 -2.096514 -1.731907 0.441 -0.729 -0.529
C -3.687125 -2.667239 -1.055297 1.333 0.790 -0.841
N -4.112298 -1.708436 0.021569 -0.290 -1.652 -1.877
C -5.331563 -1.230100 -0.045013 -1.823 1.107 0.423
C -5.840944 -0.270687 0.900671 2.608 -0.258 1.088
C -4.887244 0.090643 1.877877 -1.432 -0.979 -1.847
C -3.611604 -0.577174 1.803918 2.054 1.231 2.110
N -2.673613 -0.214241 2.779153 -1.416 -1.760 -0.362
C -3.240743 -0.245953 4.163185 1.449 1.016 1.356
C -3.345873 1.223030 4.704916 -0.760 0.074 -0.263
C -4.746231 1.623139 5.295749 0.464 1.487 0.065
C -5.222180 2.985621 4.648574 -0.466 -0.315 0.104
N -3.173389 -1.470480 0.915417 -1.904 1.234 0.428
H 0.133090 2.465143 1.138875 -0.613 0.419 -0.032
H -1.594630 2.702241 0.655256 0.449 0.383 0.148
H -0.741894 3.985927 1.639902 -0.049 -0.815 -0.177
H 0.964661 4.212597 -0.228425 -0.518 -0.107 -0.368
H -0.636183 4.926842 -0.607241 0.325 -0.497 0.332
H -0.636025 2.066554 -1.397628 0.316 0.547 -0.364
H -1.092820 3.505203 -2.352675 0.631 -0.245 0.226
H 1.543115 1.986775 -2.228417 -0.093 0.605 -0.073
H 1.821461 3.740767 -2.131788 -0.643 -0.417 -0.054
H 0.674024 4.155458 -4.237878 0.282 -0.603 0.026
H 2.002920 3.000122 -4.493211 -0.594 -0.121 0.344
H 0.134550 2.156524 -5.793517 -0.210 0.168 0.658
H -1.076418 2.600809 -4.583093 0.653 -0.344 0.137
H -1.071952 0.374453 -4.037504 0.804 0.103 0.032
H 0.517500 0.512244 -3.256437 -0.092 0.202 -0.600
H -0.190657 -0.541602 -6.088310 0.399 0.149 0.574
H 1.298213 0.388699 -5.892640 -0.181 -0.738 0.447
H 2.688613 -1.130652 -6.445491 -0.681 -0.068 0.658
H 1.986576 -2.749100 -6.297175 0.509 0.376 0.492
H 3.430719 -2.445184 -3.866321 0.268 0.486 -0.663
H 4.504043 -1.530590 -5.017941 -0.464 -0.387 0.019
H 3.427804 -4.249485 -5.998679 0.245 0.489 0.664
H 4.461314 -4.374094 -4.564653 -0.026 0.470 -0.399
H 5.249518 -4.269421 -7.289183 0.141 0.517 0.511
H 5.621257 -2.594280 -6.793874 0.055 -0.486 0.376
H 7.124440 -3.430349 -5.030460 -0.346 -0.834 0.022
H 6.437916 -5.135618 -5.106899 -0.023 0.637 -0.194
H 8.618576 -3.826398 -6.632828 -0.175 -0.753 -0.262
H 7.471883 -4.571175 -7.768586 -0.017 -0.002 0.670
H 7.653265 -6.710775 -6.047090 0.326 0.381 -0.661
H 8.894718 -6.494034 -7.389652 -0.801 0.390 0.827
H 9.674341 -6.949250 -4.821192 0.016 0.513 -0.514
H 9.399116 -5.191486 -4.659464 0.188 -0.487 -0.431
H 10.563948 -5.803781 -5.901709 -0.518 -0.077 0.378
H -2.877742 -3.654779 -3.168267 0.838 0.131 -0.080
H -1.205560 -3.827000 -2.478348 -0.387 0.354 -0.555
H -2.563907 -1.116525 -2.220982 -0.162 -0.417 0.552
H -1.559729 -2.005080 -1.004956 -0.615 0.092 -0.349
H -4.456683 -2.684085 -1.847810 0.131 -0.182 0.747
H -3.482808 -3.674226 -0.641006 -0.345 0.679 -0.004
H -5.996628 -1.568378 -0.852812 0.717 -0.008 0.374
H -6.855147 0.139991 0.856837 0.535 -0.273 -0.115
H -5.082221 0.833594 2.662586 0.209 -0.426 -0.402
H -1.868110 -0.835497 2.723991 -0.078 0.308 -0.188
H -2.475861 -0.757649 4.792788 -0.611 0.184 -0.459
H -4.170597 -0.841532 4.264971 0.361 0.453 -0.355
H -3.147651 1.899219 3.841562 -0.076 -0.523 0.488
H -2.545079 1.451439 5.439965 -0.554 -0.398 -0.417
H -4.630445 1.846216 6.379448 -0.173 -0.560 -0.647
H -5.546498 0.870622 5.140030 0.587 0.181 0.192
H -5.932141 2.765767 3.819909 0.429 0.325 0.304
H -5.759798 3.630493 5.380086 0.236 -0.545 -0.480
H -4.378757 3.592974 4.266531 -0.446 -0.499 0.171
O -3.219533 4.062394 6.435199 -0.178 0.030 0.309
C -3.782768 5.072930 6.761777 0.223 0.010 -0.344
O -4.932425 5.083622 7.474371 0.363 -0.122 -0.165
C -5.408051 6.438323 7.606275 -0.258 0.488 0.278
C -4.184790 7.309255 7.397269 0.144 0.232 -0.075
C -3.365144 6.483619 6.416397 -0.065 0.274 0.480
H -6.176987 6.611646 6.848968 0.032 -0.063 -0.007
H -5.847593 6.576964 8.590741 -0.078 -0.320 -0.070
H -4.424875 8.309339 7.039311 -0.069 -0.060 0.019
H -3.637651 7.411388 8.337104 -0.059 0.005 -0.025
H -3.639183 6.690385 5.379628 0.106 -0.084 -0.027
H -2.296206 6.621151 6.563405 0.015 -0.174 -0.295
O -7.684788 5.128965 9.449001 -0.400 0.107 -0.063
C -8.242135 4.265053 8.833650 0.405 -0.012 0.359
O -9.589993 4.115548 8.795857 0.206 0.115 -0.039
C -9.924508 2.924094 8.064903 -0.219 -0.194 -0.141
C -8.719323 2.645519 7.185646 0.124 -0.213 -0.203
C -7.573837 3.170291 8.036807 -0.315 -0.135 -0.549
H -10.113340 2.119316 8.779547 0.026 0.039 0.008
H -10.828207 3.096150 7.482430 -0.027 0.159 0.192
H -8.619753 1.595862 6.909604 -0.080 0.017 0.057
H -8.789461 3.229710 6.264338 -0.029 -0.028 0.034
H -7.196065 2.411313 8.724633 0.100 0.100 0.023
H -6.767902 3.569991 7.427845 0.185 -0.014 0.342
O -1.279377 0.206763 7.391739 0.293 -0.071 0.155
C -1.199380 0.884088 8.381216 -0.420 -0.189 -0.202
O -0.336320 0.631007 9.393733 -0.072 -0.008 -0.295
C -0.568032 1.556195 10.470060 0.079 0.176 0.320
C -1.260874 2.743962 9.830042 -0.153 0.285 0.063
C -2.050512 2.088734 8.707418 0.424 0.374 0.169
H -1.191283 1.065885 11.221857 0.006 -0.021 -0.051
H 0.382148 1.829984 10.925546 0.048 -0.231 -0.096
H -1.874705 3.312611 10.527879 0.047 -0.076 0.038
H -0.516869 3.423207 9.406939 -0.015 -0.033 0.041
H -3.032688 1.749878 9.043984 -0.020 -0.019 -0.131
H -2.146029 2.744468 7.845066 -0.250 -0.283 -0.046
O 10.670253 -7.697575 -8.374170 0.116 0.345 0.121
C 11.018120 -6.860710 -9.156359 -0.271 -0.519 -0.042
O 11.027355 -5.530789 -8.877378 0.037 -0.181 0.060
C 11.389289 -4.791826 -10.054498 0.075 0.270 -0.163
C 12.136746 -5.779184 -10.930978 0.157 -0.059 -0.307
C 11.459257 -7.096313 -10.583224 0.441 0.377 -0.091
H 10.475664 -4.423571 -10.528264 0.001 -0.033 0.026
H 12.007631 -3.940568 -9.773850 -0.128 -0.039 0.196
H 12.097651 -5.529261 -11.990656 -0.036 0.059 0.059
H 13.187132 -5.817513 -10.633500 -0.047 0.036 -0.012
H 10.577882 -7.277896 -11.201003 0.008 -0.118 0.063
H 12.148186 -7.935315 -10.644790 -0.279 -0.167 0.046
```
Positions in Å, forces in eV/Å.

## Properties
HOMO	-9.96	eV
LUMO level	-4.21	eV
net charge	+1

C24H26FN3O3S | ωB97M-V with the def2-TZVPD basis set

XYZ file:
```
58
Properties=species:S:1:pos:R:3:forces:R:3
C 2.982488 3.735192 0.581970 0.062 0.077 -0.092
C 3.528999 2.476249 -0.009490 0.122 -0.055 -0.241
C 3.499746 1.262355 0.663971 0.028 0.060 -0.018
C 4.011683 0.122066 0.076521 -0.086 -0.526 0.412
C 4.581598 0.143204 -1.180209 0.057 0.113 -0.094
C 4.629657 1.341254 -1.872380 -0.036 0.045 0.059
C 4.102327 2.475336 -1.280113 -0.056 -0.198 0.216
F 4.145689 3.634622 -1.964849 -0.021 -0.093 0.101
H 5.064751 1.409760 -2.856624 0.038 0.010 -0.093
H 4.984674 -0.764718 -1.596855 0.065 -0.087 -0.158
S 3.929971 -1.431651 0.957460 -0.068 -0.271 -0.328
O 3.255751 -1.233693 2.204324 -0.149 0.223 -0.264
O 5.218212 -2.053975 0.950522 0.057 -0.027 -0.288
N 3.010355 -2.380213 -0.078684 0.852 0.168 0.435
C 1.628254 -2.346124 -0.176022 -0.794 0.357 0.028
C 0.926062 -1.213493 0.226526 -0.004 -0.097 0.005
C -0.449049 -1.170874 0.112447 -0.057 -0.188 -0.076
C -1.151784 -2.249057 -0.418684 0.250 0.033 -0.123
C -0.442886 -3.364902 -0.852870 -0.135 0.139 0.053
C 0.928916 -3.422572 -0.722209 0.203 0.081 0.051
H 1.470645 -4.298788 -1.047371 0.048 -0.121 -0.038
H -0.988330 -4.188685 -1.287325 -0.035 -0.074 -0.064
C -2.631750 -2.201132 -0.599833 0.123 -0.058 0.259
O -3.196051 -2.677243 -1.566082 -0.109 -0.081 -0.237
N -3.291328 -1.604512 0.425270 -0.018 0.093 0.286
H -2.741112 -1.175142 1.152492 0.026 -0.123 -0.119
C -4.650911 -1.141667 0.289604 -0.152 0.254 -0.331
H -5.178042 -1.859815 -0.341086 -0.044 0.060 0.155
H -5.119197 -1.113629 1.274707 -0.026 -0.044 -0.057
C -4.673478 0.252389 -0.398270 0.017 -0.232 0.073
N -5.981920 0.878151 -0.511181 0.011 0.035 -0.075
C -6.613260 1.247683 0.735707 0.033 0.045 -0.059
H -6.956209 0.385189 1.327670 -0.015 -0.004 0.052
H -5.923722 1.840538 1.332438 -0.079 0.032 0.084
H -7.482420 1.864218 0.506453 -0.047 0.010 0.077
C -6.892610 0.157267 -1.374089 0.005 0.064 0.021
H -6.383279 -0.112658 -2.296988 -0.006 -0.047 -0.080
H -7.728232 0.813905 -1.617858 -0.074 -0.066 -0.047
H -7.296412 -0.756569 -0.914542 -0.032 -0.047 -0.026
C -3.678459 1.199661 0.239218 0.067 -0.009 -0.094
C -3.450101 1.241266 1.611066 0.012 0.031 -0.078
C -2.500720 2.096191 2.145719 0.031 -0.004 0.138
C -1.763527 2.924883 1.318341 0.059 0.055 0.026
C -1.988932 2.899878 -0.047398 0.060 0.071 -0.046
C -2.937406 2.044387 -0.578877 -0.047 -0.044 0.066
H -3.105767 2.025457 -1.645278 -0.031 -0.025 -0.135
H -1.421204 3.544897 -0.701809 0.051 0.055 -0.060
H -1.020257 3.587429 1.736621 0.060 0.060 0.034
H -2.335691 2.110842 3.213327 0.014 0.007 0.083
H -4.011978 0.604502 2.279303 -0.083 -0.101 0.058
H -4.335924 0.084246 -1.429369 0.011 -0.018 0.136
H -0.965900 -0.268035 0.407472 -0.080 0.108 0.042
H 1.460393 -0.375684 0.639294 -0.098 0.121 0.026
H 3.461423 -3.244725 -0.331618 0.242 -0.012 0.088
H 3.080908 1.189272 1.656247 -0.103 0.077 0.109
H 3.793894 4.430337 0.795962 -0.019 0.090 0.045
H 2.447127 3.525404 1.502995 -0.042 0.010 0.064
H 2.312164 4.223654 -0.123360 -0.059 0.068 0.035
```
Positions in Å, forces in eV/Å.

## Properties
HOMO	-8.33	eV
LUMO level	0.50	eV
SMILES	Cc1cc(S(=O)(=O)Nc2ccc(C(=O)NC[C@H](c3ccccc3)N(C)C)cc2)ccc1F